No. 1
# C7H19BBr6Na3O

C7H19BBr6Na3O as an isolated structure (ωB97M-V/def2-TZVPD, the Open Molecules 2025 dataset).

Last column: Mulliken charge in e.
Atoms and positions in Å:
Br (0.71111, -2.49223, 3.69769)  -0.1314
Br (2.56401, 1.97185, 2.84308)  -0.1489
Br (-1.77992, 2.42688, -3.51113)  -0.2084
Br (0.46335, -4.77887, -0.28263)  -0.1748
Br (-0.45229, -1.57283, -5.33011)  -0.0899
Br (3.85949, -1.09287, 2.16943)  -0.0752
Na (-3.45831, 1.72549, 0.16799)  0.8329
Na (-0.76724, 2.03282, 2.65033)  0.6700
Na (-0.83824, 3.70047, -0.61704)  0.8592
O (-1.01584, 1.23350, 0.16612)  -0.7471
C (3.31206, 0.10981, 0.78178)  0.0644
C (3.39099, 1.57351, 1.14532)  -0.5099
C (0.74816, -4.34578, 1.58907)  -0.6513
C (-0.34796, 0.10585, -4.36928)  -0.2761
C (-1.55859, 0.90884, -4.72970)  -0.5950
C (-0.40067, 0.15946, -0.48167)  -0.4192
C (0.52424, -2.88546, 1.81122)  -0.2572
B (-3.39400, 2.01823, 2.83197)  0.6290
H (0.08316, -4.97763, 2.16850)  0.4064
H (-0.46494, -2.57976, 1.47972)  0.3743
H (1.77073, -4.63521, 1.81957)  0.3895
H (-3.59408, 2.91107, 3.62299)  -0.1769
H (-1.48406, 1.34290, -5.72440)  0.4047
H (-0.30348, -0.14339, -3.31413)  -0.0128
H (2.29322, -0.15348, 0.50081)  -0.3807
H (0.57032, 0.58643, -4.68961)  0.3849
H (-0.00706, -0.56390, 0.24481)  -0.1705
H (0.46091, 0.46196, -1.10511)  0.2112
H (1.27535, -2.28757, 1.30255)  -0.0215
H (-2.49275, 0.35676, -4.71732)  0.4152
H (-1.08877, -0.37395, -1.15320)  0.2745
H (-4.38158, 1.59973, 2.28267)  -0.2663
H (-2.70291, 1.16329, 3.31764)  -0.2585
H (-2.73295, 2.50734, 1.96338)  -0.4594
H (3.93599, -0.08884, -0.08781)  0.4067
H (2.88360, 2.15133, 0.37522)  0.2899
H (4.41896, 1.92427, 1.18128)  0.4182

Max |F|: 1.66 eV Å⁻¹
Relative energy (zero: lowest compared OMol25 entry of this formula, charge and spin): 0.0 kcal/mol
Orbital gap: 7.399 eV
Charge: +1

=====

No. 2
# C7H8BrClOSi

One molecule with the formula C7H8BrClOSi (ωB97M-V/def2-TZVPD, the Open Molecules 2025 dataset).

Last column: Mulliken charge in e.
Atoms and positions in Å:
Br (0.81370, 2.27069, 2.54781)  -0.4559
Cl (-0.47165, -1.34105, 3.25745)  -0.2257
Si (0.30065, -0.23782, 1.72594)  0.5935
O (1.80778, -0.69040, 1.84669)  -0.1259
C (-2.58018, -0.52175, -1.30080)  -0.4747
C (-0.62445, -0.12179, 0.02328)  0.5466
C (-2.05257, 0.20414, -2.36833)  -0.5985
C (-0.75709, 0.69402, -2.21002)  -0.5531
C (-0.07695, 0.59803, -0.99085)  -0.4118
C (-1.86059, -0.63950, -0.12948)  -0.3232
C (3.05940, -0.13149, 1.49159)  -0.5784
H (3.36728, -0.32659, 0.41599)  0.2095
H (-2.26179, -1.29128, 0.65894)  0.2534
H (0.86719, 1.03647, -1.01784)  0.3823
H (-0.31968, 1.23224, -3.01029)  0.3710
H (-2.51879, 0.13742, -3.28363)  0.4246
H (-3.42178, -1.08246, -1.45998)  0.4328
H (3.62946, -0.74841, 2.21833)  0.2219
H (3.10004, 0.95953, 1.58520)  0.3115

Max |F|: 3.52 eV Å⁻¹
Relative energy (zero: lowest compared OMol25 entry of this formula, charge and spin): 10.2 kcal/mol
Orbital gap: 9.536 eV
Charge: 0
SMILES: CO[Si@@](Cl)(Br)c1ccccc1

=====

No. 3
# C3H10N3

A 2-piece molecular cluster, C3H10N3 overall (ωB97M-V/def2-TZVPD, the Open Molecules 2025 dataset).

Last column: Mulliken spin population.
Atoms and positions in Å:
N (1.53511, -1.29032, -0.17029)  -0.0033
N (-2.82266, -0.14217, 0.05348)  0.2523
N (1.34565, 0.03168, 0.14538)  0.0417
C (2.11178, 0.92530, -0.41465)  0.6424
C (0.28166, 0.31321, 0.92825)  0.5237
C (-1.76650, 0.14007, -0.67308)  0.4621
H (0.15326, 1.33367, 1.23067)  0.0141
H (1.94745, 1.96669, -0.22665)  0.0202
H (-0.08972, -0.46370, 1.56770)  0.0100
H (2.45911, -1.49711, -0.53544)  0.0015
H (-3.38373, 0.58667, 0.47309)  -0.0100
H (-1.58106, 1.16186, -0.95274)  0.0194
H (-3.07002, -1.09656, 0.27379)  -0.0102
H (-1.25209, -0.65982, -1.17818)  0.0056
H (2.90148, 0.62364, -1.07538)  0.0271
H (1.23029, -1.93309, 0.55405)  0.0032

Max |F|: 3.79 eV Å⁻¹
Relative energy (zero: lowest compared OMol25 entry of this formula, charge and spin): 5.8 kcal/mol
Multiplicity: 3
Orbital gap (spin up / spin down): 5.773 / 8.805 eV
Charge: +1

=====

No. 4
# C3H6

C3H6 as an isolated structure (ωB97M-V/def2-TZVPD, the Open Molecules 2025 dataset).

Last column: Mulliken charge in e.
Atoms and positions in Å:
C (0.47297, -0.81813, 0.08052)  -0.4244
C (-0.72351, 0.14992, 0.43833)  -0.4912
C (0.25169, 0.44243, -0.68278)  -0.4481
H (0.31324, -1.90349, -0.24580)  0.2576
H (-0.54615, 0.55168, 1.33707)  0.2852
H (1.18289, -0.62366, 0.96540)  0.1992
H (-1.78632, -0.10859, 0.08437)  0.1907
H (0.92798, 1.58744, -0.28165)  0.1299
H (-0.09279, 0.72241, -1.69545)  0.3010

Max |F|: 6.00 eV Å⁻¹
Relative energy (zero: lowest compared OMol25 entry of this formula, charge and spin): 47.7 kcal/mol
Orbital gap: 11.082 eV
Charge: 0